This record from the OMol25 dataset describes 8 unconnected molecules or ions with the total composition C22H46N2O12 at a distorted geometry. The level of theory is ωB97M-V/def2-TZVPD.

Geometry as XYZ:
```
82
Properties=species:S:1:pos:R:3:forces:R:3
C -2.90999 -1.04591 1.11819 0.4155 -0.1785 0.2456
N -2.46063 -2.39632 0.69221 -0.3556 -0.2103 -0.0929
C -3.46171 -3.37422 1.17512 0.2167 0.3575 0.2455
C -2.45522 -2.48523 -0.73838 0.4226 0.6709 -0.2778
O -3.40978 -2.18223 -1.39558 -0.7245 0.0938 -0.2619
C -1.22726 -2.95838 -1.49261 0.5224 -0.7734 0.9551
C 0.20120 -2.40671 -1.23487 -1.0160 -0.0828 -0.4983
O 0.21778 -1.19208 -2.03557 -0.0901 -0.0879 -0.3197
C -0.30738 -0.24045 -1.23192 0.4436 -0.7330 0.3922
O -0.80143 0.76339 -1.59805 -0.4668 1.2624 -0.5135
O -0.21599 -0.62268 0.05329 -0.2988 -0.2414 0.5441
C 0.65798 -1.76750 0.05923 1.9144 0.8493 0.0234
C 0.90786 -2.48087 1.37394 -1.3727 -1.2235 -0.0814
C 0.05384 -3.70054 1.73130 1.1725 1.9470 0.6525
C -0.44699 -3.74680 3.25975 -1.5925 -1.0767 -1.2554
O 0.62792 -4.62910 2.46237 -0.3372 -1.3743 -0.4540
C 2.08807 -1.13366 -0.20507 -0.6029 -0.4879 0.0390
C 3.06128 -1.84735 -0.89132 0.3497 -0.0552 -0.0556
C 4.30723 -1.27651 -1.09228 -0.2595 0.4757 0.3078
C 4.51686 -0.00252 -0.57609 -0.1701 -0.4452 -0.0895
C 3.48613 0.59426 0.12435 -0.0097 0.5290 0.0560
N 2.27402 0.06607 0.32582 0.5287 -0.3019 -0.4723
H -2.63374 -0.29773 0.38949 -0.0276 0.0954 -0.1080
H -3.98118 -1.01335 1.30402 -0.1889 0.0448 -0.1695
H -2.38745 -0.79846 2.03839 0.0056 -0.0115 0.1618
H -3.58453 -3.21458 2.24181 0.1172 -0.1601 0.1871
H -4.43463 -3.18871 0.72044 -0.1087 -0.1365 -0.1976
H -3.13233 -4.39333 0.99266 -0.0058 -0.1539 -0.0448
H -1.42371 -2.76472 -2.53927 -0.0420 0.0323 -0.1768
H -1.20752 -4.04818 -1.39977 0.0258 -0.1153 0.1916
H 0.86146 -3.15754 -1.64574 0.4799 0.2904 -0.1619
H 1.89142 -2.93946 1.31264 0.3371 0.3435 0.0114
H 0.85029 -1.81687 2.22642 0.3223 0.4470 -0.1041
H -0.66185 -4.07066 1.00452 -0.2745 0.1987 -0.0282
H -1.46537 -4.01555 2.85453 0.1608 -0.7832 0.1374
H -0.51214 -4.53307 4.01359 0.6294 1.1499 1.2392
H 2.87334 -2.84124 -1.26583 -0.0876 -0.0951 -0.0311
H 5.08996 -1.78528 -1.63122 0.0273 -0.1490 -0.0866
H 5.45647 0.50898 -0.70219 0.0923 0.0862 0.0030
H 3.64916 1.57774 0.53851 -0.0539 0.0787 0.1284
C -3.96437 0.87124 -1.78302 -0.2148 0.1142 -0.1896
O -5.11887 1.63612 -2.14582 0.0502 -0.0886 0.1490
H -3.25160 1.53814 -1.30442 -0.0765 0.0796 -0.0313
H -4.22499 0.07529 -1.08694 0.0293 -0.0370 -0.0036
H -3.49678 0.43105 -2.66645 0.0831 -0.0252 0.0614
H -5.73468 1.03536 -2.57455 -0.0047 0.0878 -0.1652
C -1.94918 3.26169 -4.23538 0.1070 -0.1996 0.2703
O -1.16711 3.71663 -3.13040 0.0814 0.0187 -0.0836
H -2.01106 4.06066 -4.96900 0.0600 0.0927 0.0658
H -1.47686 2.39116 -4.69709 -0.0967 -0.0134 -0.0849
H -2.95688 3.00175 -3.90305 -0.0314 -0.0125 -0.0991
H -1.12220 2.99347 -2.49407 0.0127 -0.0658 0.0157
C 1.97281 4.22101 -1.62267 -0.1882 0.0144 -0.3139
O 1.53662 4.92148 -2.77761 0.3145 -0.0552 0.0662
H 2.84458 4.74054 -1.22663 0.0110 0.0195 0.0269
H 1.19436 4.20431 -0.85444 0.0677 -0.0699 0.0758
H 2.25427 3.19440 -1.88079 0.0363 -0.0490 0.1827
H 0.76584 4.45054 -3.11957 -0.2572 0.1068 -0.0213
C 4.79881 1.53921 4.16273 -0.2363 -0.0160 -0.1048
O 4.05407 1.16610 3.01022 0.1932 0.1422 0.1324
H 5.84117 1.29811 3.97090 0.0144 -0.0144 -0.0159
H 4.71517 2.61146 4.36039 0.0600 -0.0028 0.0534
H 4.46510 0.98409 5.04429 0.0635 0.0123 0.0451
H 3.12923 1.37169 3.17522 -0.0776 -0.1818 -0.0795
C 2.03535 -1.89169 5.15056 -0.0779 0.2948 -0.0059
O 1.48956 -0.78986 4.42489 0.0929 -0.0849 -0.0515
H 2.16319 -2.71456 4.45302 -0.0329 -0.0019 -0.0395
H 3.00676 -1.62902 5.57871 0.0056 -0.0931 0.0207
H 1.35221 -2.20421 5.94338 0.0607 -0.0992 0.0166
H 1.36826 -0.06407 5.04178 -0.0809 0.0122 0.0091
C -8.02355 1.24028 -0.41752 0.2639 -0.1255 0.0247
O -7.31591 0.03537 -0.13372 -0.1582 0.0023 -0.0184
H -8.88806 1.27313 0.24039 -0.0148 -0.0380 0.0139
H -7.39147 2.10951 -0.22653 -0.0804 0.0724 -0.0544
H -8.36699 1.26045 -1.45550 -0.0520 0.0730 0.0163
H -6.54609 0.01129 -0.70811 0.0891 0.0445 0.0766
C 5.97713 4.07410 -2.36798 -0.3161 0.0537 -0.1269
O 5.19753 3.82320 -3.53021 0.0976 -0.0173 0.1440
H 6.96867 3.65567 -2.52163 0.0004 -0.0264 -0.0895
H 6.07019 5.14958 -2.19331 0.0847 -0.0298 0.1274
H 5.52724 3.59710 -1.49166 0.0862 0.0529 0.0926
H 4.32709 4.20560 -3.37517 -0.0669 -0.0227 -0.1474
```
Positions in Å, forces in eV/Å.

Calculated values
Structure (SMILES): CN(C)C(=O)C[C@H]1OC(=O)O[C@]1(C[C@@H]1CO1)c1ccccn1.CO.CO.CO.CO.CO.CO.CO
Frontier orbital gap in Eh: 0.3415
Energy in eV: -51101.4220